No. 1
Entry from the OMol25 dataset: a molecular structure, C32H36BBr2N11O5STi (the ωB97M-V functional and the def2-TZVPD basis).

Computed properties:
⟨S²⟩   0.7521
Orbital gap (alpha / beta)   0.18515 / 0.18492 Eh
E_LUMO (alpha / beta)   0.009 / 0.008 Eh

Geometry as ORCA input:
```
! RIJCOSX wB97M-V def2-TZVPD def2/J DEFGRID3
* xyz -1 2
Ti -1.037 0.644 -0.375
C -3.582 -0.363 4.350
C -3.152 -0.497 2.897
C -4.379 -0.398 1.940
C -2.037 0.462 2.669
C -1.735 1.484 3.576
C -0.425 1.879 3.316
N 0.044 1.106 2.306
N -0.974 0.256 1.831
B 1.558 1.009 2.031
N 1.857 2.170 1.024
C 2.389 3.354 1.450
C 2.222 4.300 0.448
C 1.574 3.606 -0.598
N 1.295 2.350 -0.227
C 1.341 4.086 -2.014
C 2.210 5.362 -2.172
C -0.159 4.278 -2.299
N 2.206 -0.265 1.610
C 3.613 -0.333 1.580
C 3.944 -1.650 1.752
C 2.705 -2.382 1.835
N 1.670 -1.523 1.795
C 2.525 -3.870 1.709
C 1.098 -4.172 1.235
C 2.807 -4.591 3.041
H -4.155 -1.229 4.677
H -2.716 -0.279 5.036
H -4.141 0.566 4.582
H -2.796 -1.550 2.778
H -4.821 0.601 1.953
H -4.160 -0.597 0.885
H -5.108 -1.155 2.309
H -2.375 1.907 4.317
H 0.237 2.572 3.805
H 2.161 1.431 3.028
H 2.863 3.365 2.422
H 2.601 5.299 0.402
H 1.708 3.326 -2.732
H 1.840 6.154 -1.472
H 3.258 5.135 -1.911
H 2.172 5.708 -3.231
H -0.514 5.230 -1.872
H -0.334 4.279 -3.394
H -0.819 3.476 -1.893
H 4.220 0.531 1.318
H 4.927 -2.026 1.730
H 3.320 -4.197 1.016
H 0.389 -4.027 2.079
H 1.020 -5.231 0.892
H 0.754 -3.499 0.423
H 2.023 -4.352 3.817
H 2.770 -5.705 2.900
H 3.797 -4.400 3.507
Br -2.083 -0.794 -7.043
C -1.661 -0.318 -5.258
C -0.670 0.621 -4.934
C -0.380 0.795 -3.570
N -1.066 0.231 -2.551
C -1.896 -0.816 -2.897
C -2.266 -1.042 -4.246
C -2.332 -1.621 -1.777
C -3.399 -2.536 -1.767
C -3.664 -3.316 -0.627
Br -5.232 -4.275 -0.360
C -2.726 -3.293 0.431
C -1.756 -2.281 0.427
N -1.614 -1.404 -0.593
H -0.122 1.232 -5.691
H 0.471 1.419 -3.222
H -2.988 -1.855 -4.488
H -4.027 -2.570 -2.663
H -2.812 -4.024 1.275
H -1.077 -2.079 1.286
O -3.334 3.185 -1.160
S -2.893 2.456 -0.005
O -3.676 2.656 1.187
O -1.318 2.525 0.251
O -2.809 0.860 -0.472
N 1.795 -2.317 -2.402
C 2.092 -1.087 -1.878
O 1.275 -0.455 -1.211
C 3.506 -0.773 -2.179
C 4.230 -1.349 -3.235
N 4.759 -1.896 -4.128
C 4.110 0.361 -1.636
N 4.657 1.294 -1.170
H 0.810 -2.498 -2.611
H 2.402 -2.671 -3.165
*
```


No. 2
Entry from the OMol25 dataset: a molecular structure, C23H41F9O10Zr (the ωB97M-V functional and the def2-TZVPD basis).

Computed properties:
Orbital gap   0.33390 Eh
E_LUMO   0.012 Eh

Geometry as ORCA input:
```
! RIJCOSX wB97M-V def2-TZVPD def2/J DEFGRID3
* xyz 0 1
Zr 13.164 -3.841 25.642
C 13.161 -3.491 29.186
O 14.517 -3.475 29.604
O 13.049 -3.594 27.853
C 12.323 -4.453 30.049
F 12.143 -5.654 29.456
F 12.859 -4.674 31.252
F 11.084 -3.989 30.319
C 15.285 -4.631 29.360
C 16.758 -4.214 29.585
H 17.033 -3.381 28.934
H 16.864 -3.820 30.600
H 17.525 -4.981 29.485
H 15.276 -4.988 28.331
H 15.035 -5.394 30.099
H 12.941 -2.461 29.485
C 10.972 -1.824 25.628
O 12.375 -1.599 25.933
O 11.059 -3.175 25.386
C 10.046 -1.468 26.823
F 9.816 -0.140 26.841
F 8.845 -2.051 26.655
F 10.500 -1.862 28.010
C 12.791 -0.317 26.378
C 13.529 0.396 25.241
H 14.365 -0.224 24.905
H 12.917 0.485 24.339
H 13.915 1.407 25.390
H 13.480 -0.496 27.202
H 12.006 0.361 26.705
H 10.698 -1.208 24.767
C 15.550 -6.353 25.530
O 14.590 -7.355 25.243
O 14.907 -5.172 25.654
C 16.494 -6.797 26.631
F 17.153 -7.929 26.326
F 17.425 -5.854 26.884
F 15.856 -7.054 27.799
C 14.796 -8.204 24.131
C 13.640 -9.184 24.142
H 13.710 -9.917 24.942
H 12.679 -8.664 24.115
H 13.567 -9.744 23.203
H 15.759 -8.720 24.157
H 14.758 -7.567 23.237
H 16.171 -6.308 24.619
C 13.241 -1.516 21.907
C 14.236 -2.443 22.593
O 13.902 -2.825 23.873
H 13.240 -0.541 22.401
H 12.234 -1.932 21.921
H 13.578 -1.287 20.893
H 15.209 -1.934 22.633
H 14.342 -3.300 21.909
C 12.553 -7.753 27.674
C 11.744 -6.753 26.928
O 12.276 -5.780 26.443
C 10.287 -7.085 26.733
H 12.044 -8.001 28.606
H 13.552 -7.397 27.918
H 12.742 -8.638 27.064
H 9.705 -7.010 27.653
H 10.171 -8.083 26.309
H 9.824 -6.348 26.078
C 17.340 -2.095 25.740
C 16.163 -1.779 26.620
O 15.121 -2.369 26.440
C 16.242 -0.627 27.580
H 17.779 -3.018 26.124
H 18.073 -1.286 25.685
H 17.070 -2.198 24.689
H 15.904 0.274 27.064
H 17.288 -0.481 27.846
H 15.590 -0.846 28.424
C 12.419 -5.603 21.505
C 11.864 -5.737 22.914
O 12.448 -5.268 23.866
C 10.546 -6.402 23.051
H 11.700 -5.979 20.782
H 13.331 -6.204 21.498
H 12.708 -4.573 21.309
H 10.104 -6.430 24.038
H 10.648 -7.450 22.741
H 9.876 -5.972 22.303
*
```


No. 3
Entry from the OMol25 dataset: a molecular structure, C20H37F3O34S8 (the ωB97M-V functional and the def2-TZVPD basis).

Computed properties:
Orbital gap   0.40923 Eh
E_LUMO   0.000 Eh

Geometry as ORCA input:
```
! RIJCOSX wB97M-V def2-TZVPD def2/J DEFGRID3
* xyz 0 1
C 15.729 -2.761 -28.151
C 15.406 -3.272 -26.778
O 14.194 -2.719 -26.255
C 14.216 -1.511 -25.731
O 15.152 -0.763 -25.673
C 12.858 -1.154 -25.077
F 12.910 -1.430 -23.757
F 12.571 0.140 -25.237
F 11.850 -1.883 -25.620
H 16.469 -3.382 -28.650
H 16.028 -1.716 -28.114
H 14.824 -2.796 -28.766
H 16.259 -3.182 -26.099
H 15.228 -4.347 -26.726
C 7.873 -7.960 -27.173
C 7.994 -8.268 -28.649
O 6.635 -8.396 -29.086
S 5.739 -7.289 -28.350
O 4.457 -7.775 -28.067
O 5.925 -6.094 -29.088
O 6.675 -7.162 -27.047
H 8.742 -7.420 -26.803
H 7.694 -8.855 -26.580
H 8.436 -9.251 -28.812
H 8.575 -7.575 -29.258
C 5.034 -5.023 -22.792
C 5.050 -6.192 -23.780
O 5.491 -5.623 -25.016
S 5.526 -4.044 -25.001
O 4.276 -3.494 -25.349
O 6.666 -3.605 -25.705
O 5.794 -3.990 -23.415
H 5.359 -5.330 -21.802
H 4.028 -4.609 -22.688
H 4.032 -6.550 -23.946
H 5.665 -7.055 -23.547
C 13.281 -5.177 -32.786
C 12.248 -5.189 -33.890
O 12.511 -3.979 -34.648
S 14.073 -3.659 -34.636
O 14.234 -2.281 -34.380
O 14.709 -4.236 -35.751
O 14.414 -4.501 -33.324
H 13.544 -6.227 -32.609
H 12.987 -4.836 -31.794
H 11.205 -5.133 -33.596
H 12.423 -6.031 -34.558
C 8.594 -4.377 -27.758
C 8.844 -2.896 -27.728
O 9.970 -2.666 -28.635
S 9.896 -3.702 -29.834
O 11.205 -4.201 -30.078
O 9.110 -3.154 -30.876
O 9.022 -4.812 -29.092
H 7.533 -4.570 -27.682
H 9.209 -5.006 -27.117
H 9.234 -2.344 -26.881
H 7.992 -2.367 -28.157
C 13.571 -6.513 -26.354
C 12.649 -5.492 -27.047
O 11.631 -6.245 -27.707
S 12.049 -7.763 -27.813
O 12.896 -7.901 -28.940
O 10.979 -8.653 -27.626
O 12.939 -7.766 -26.492
H 13.646 -6.204 -25.305
H 14.629 -6.569 -26.621
H 13.223 -4.954 -27.804
H 12.194 -4.797 -26.352
C 7.697 1.546 -30.067
C 8.436 0.341 -29.486
O 8.218 0.424 -28.047
S 7.153 1.569 -27.748
O 7.498 2.268 -26.574
O 5.856 1.045 -27.955
O 7.600 2.473 -28.991
H 6.701 1.272 -30.423
H 8.167 1.980 -30.947
H 9.508 0.304 -29.661
H 8.019 -0.597 -29.850
C 11.342 -0.822 -34.485
C 11.103 -1.734 -33.244
O 10.006 -1.099 -32.575
S 8.999 -0.567 -33.669
O 8.319 0.553 -33.149
O 8.303 -1.654 -34.240
O 10.127 -0.091 -34.692
H 11.576 -1.469 -35.326
H 12.156 -0.130 -34.293
H 11.951 -1.623 -32.577
H 10.815 -2.743 -33.509
C 10.328 -3.119 -23.076
C 9.085 -3.312 -23.957
O 9.081 -4.638 -24.437
S 10.237 -5.470 -23.755
O 10.793 -6.331 -24.726
O 9.848 -5.928 -22.472
O 11.184 -4.175 -23.551
H 10.120 -3.207 -22.010
H 10.681 -2.108 -23.242
H 9.138 -2.659 -24.826
H 8.125 -3.100 -23.491
*
```


No. 4
Entry from the OMol25 dataset: 3 unconnected molecules or ions with the total composition ClH2NO2Si (the ωB97M-V functional and the def2-TZVPD basis).

Computed properties:
Orbital gap   0.33111 Eh
E_LUMO   -0.023 Eh

Geometry as ORCA input:
```
! RIJCOSX wB97M-V def2-TZVPD def2/J DEFGRID3
* xyz 0 1
N 0.169 -1.618 0.309
O 1.323 -1.948 0.434
O -0.097 -0.412 0.856
Si 0.563 0.789 1.745
Cl 0.547 2.124 0.364
H -0.933 0.810 -2.005
H -1.570 0.254 -1.702
*
```


No. 5
Entry from the OMol25 dataset: a single C4H9NO2 molecule (the ωB97M-V functional and the def2-TZVPD basis).

Computed properties:
Orbital gap   0.36418 Eh
E_LUMO   0.021 Eh
SMILES   NC(=O)CCCO

Geometry as ORCA input:
```
! RIJCOSX wB97M-V def2-TZVPD def2/J DEFGRID3
* xyz 0 1
N 1.466 0.488 0.969
C 1.340 -0.857 0.824
O 2.154 -1.644 1.286
C 0.177 -1.360 -0.046
C -1.094 -0.493 -0.164
C -0.992 0.846 -0.917
O -0.616 1.884 -0.025
H 2.256 0.813 1.503
H 0.707 1.113 0.744
H 0.603 -1.545 -1.048
H -0.084 -2.352 0.353
H -1.837 -1.095 -0.704
H -1.518 -0.301 0.831
H -0.262 0.745 -1.739
H -1.971 1.096 -1.349
H -0.328 2.662 -0.518
*
```


No. 6
Entry from the OMol25 dataset: a gas-phase ion, C3F3O2 (charge -1) (the ωB97M-V functional and the def2-TZVPD basis).

Computed properties:
Orbital gap   0.32023 Eh
E_LUMO   0.149 Eh
SMILES   O=C([O-])C(F)=C(F)F

Geometry as ORCA input:
```
! RIJCOSX wB97M-V def2-TZVPD def2/J DEFGRID3
* xyz -1 1
O 2.234 0.434 0.730
C 1.377 -0.099 0.030
O 1.353 -1.097 -0.699
C -0.076 0.507 0.144
F -0.223 1.784 0.539
C -1.117 -0.206 -0.164
F -2.435 0.131 0.064
F -1.113 -1.454 -0.644
*
```


No. 7
Entry from the OMol25 dataset: a molecular structure, C47H49AsN5NiO4PSi (the ωB97M-V functional and the def2-TZVPD basis).

Computed properties:
⟨S²⟩   2.0094
Orbital gap (alpha / beta)   0.12920 / 0.12436 Eh
E_LUMO (alpha / beta)   0.137 / 0.137 Eh

Geometry as ORCA input:
```
! RIJCOSX wB97M-V def2-TZVPD def2/J DEFGRID3
* xyz -2 3
Ni -1.851 -0.049 -0.006
C -5.724 1.900 1.789
C -4.848 2.598 0.825
C -4.841 3.997 0.692
C -3.978 4.553 -0.261
C -3.235 3.742 -1.076
C -3.118 2.337 -0.744
N -4.015 1.846 0.104
N -2.187 1.508 -1.263
Si -1.884 1.876 -2.989
C -0.823 3.406 -3.296
C -0.838 0.449 -3.673
C -3.510 1.937 -3.923
H -6.800 2.001 1.566
H -5.620 2.332 2.835
H -5.449 0.841 1.814
H -5.491 4.603 1.327
H -3.963 5.618 -0.389
H -2.604 4.163 -1.851
H -0.682 4.021 -2.390
H -1.259 4.042 -4.068
H 0.167 3.166 -3.662
H -0.393 -0.139 -2.852
H -0.008 0.857 -4.245
H -1.366 -0.253 -4.301
H -4.163 2.800 -3.761
H -4.070 1.035 -3.586
H -3.363 1.778 -5.008
C -4.313 -3.034 0.641
C -3.599 -2.188 1.611
N -3.012 -1.000 1.491
C -2.653 -0.570 2.776
C -2.883 -1.606 3.629
N -3.447 -2.612 2.893
C -2.565 -1.785 5.100
O -1.902 -0.842 5.728
O -2.915 -2.850 5.601
C -1.931 0.738 2.957
O -1.532 1.083 4.116
O -1.784 1.345 1.841
H -3.654 -3.808 0.237
H -4.604 -2.366 -0.192
H -5.217 -3.444 1.078
H -3.786 -3.477 3.276
H -1.708 0.065 5.113
N -1.814 -1.603 -1.153
C -2.547 -1.924 -2.146
C -3.994 -1.603 -2.228
C -4.734 -2.055 -3.307
C -4.112 -2.706 -4.395
C -2.743 -2.977 -4.371
C -1.988 -2.696 -3.258
H -4.455 -1.000 -1.397
H -5.821 -1.900 -3.321
H -4.704 -2.986 -5.266
H -2.335 -3.414 -5.278
H -1.003 -3.099 -3.128
C 1.917 -0.404 -0.630
C 2.460 0.746 -1.486
As 4.435 0.946 -1.827
C 4.846 -0.983 -1.968
C 3.859 -1.854 -2.539
C 4.158 -3.218 -2.630
C 5.434 -3.742 -2.272
C 6.408 -2.856 -1.842
C 6.131 -1.482 -1.643
C 5.309 1.248 -0.082
C 6.081 2.420 0.015
C 7.056 2.522 1.031
C 7.209 1.522 2.009
C 6.389 0.407 1.932
C 5.469 0.213 0.861
P 0.524 0.022 0.591
C 0.739 -1.420 1.634
C 0.804 -1.348 3.043
C 1.107 -2.442 3.841
C 1.349 -3.646 3.213
C 1.266 -3.755 1.826
C 0.834 -2.697 1.044
C 1.330 1.408 1.449
C 0.671 2.654 1.472
C 1.202 3.713 2.218
C 2.318 3.495 2.998
C 2.899 2.216 3.048
C 2.446 1.158 2.244
H 2.760 -0.896 -0.018
H 1.477 -1.138 -1.311
H 2.124 1.744 -1.207
H 2.112 0.636 -2.513
H 2.873 -1.463 -2.888
H 3.401 -3.890 -3.066
H 5.637 -4.797 -2.365
H 7.428 -3.193 -1.792
H 6.892 -0.840 -1.223
H 5.916 3.262 -0.659
H 7.667 3.410 1.043
H 7.983 1.622 2.807
H 6.372 -0.384 2.697
H 4.977 -0.748 0.701
H 0.538 -0.449 3.534
H 1.106 -2.325 4.951
H 1.623 -4.542 3.772
H 1.552 -4.706 1.334
H 0.521 -2.783 0.002
H -0.216 2.804 0.862
H 0.763 4.672 2.134
H 2.808 4.304 3.509
H 3.752 2.022 3.694
H 2.958 0.185 2.199
*
```


No. 8
Entry from the OMol25 dataset: a molecular structure, C15H10IrNS4Sb (the ωB97M-V functional and the def2-TZVPD basis).

Computed properties:
Orbital gap (alpha / beta)   0.17424 / 0.17421 Eh
E_LUMO (alpha / beta)   0.022 / 0.022 Eh

Geometry as ORCA input:
```
! RIJCOSX wB97M-V def2-TZVPD def2/J DEFGRID3
* xyz -1 1
Ir 0.035 -0.105 0.064
C -1.313 3.368 -2.130
C -2.604 2.994 -2.462
C -3.104 1.767 -2.072
C -2.316 0.872 -1.333
C -0.990 1.267 -0.998
C -0.511 2.495 -1.396
C -2.736 -0.425 -0.878
C -3.983 -1.011 -1.090
C -4.279 -2.260 -0.609
C -3.297 -2.981 0.124
C -3.522 -4.256 0.646
C -2.534 -4.922 1.355
C -1.302 -4.320 1.553
C -1.055 -3.057 1.046
C -2.032 -2.358 0.326
N -1.770 -1.118 -0.164
H -0.926 4.329 -2.438
H -3.232 3.666 -3.032
H -4.114 1.493 -2.340
H 0.495 2.794 -1.142
H -4.727 -0.463 -1.646
H -5.248 -2.708 -0.777
H -4.487 -4.722 0.488
H -2.724 -5.909 1.752
H -0.524 -4.830 2.104
H -0.090 -2.591 1.204
S 3.226 -2.455 2.448
Sb 3.036 -0.416 1.397
S 0.994 0.752 2.076
S 2.159 -0.660 -0.876
S 4.893 0.935 1.484
*
```